Version a
# C5H10N2

C5H10N2 as an isolated structure (ωB97M-V with the def2-TZVPD basis set, the Open Molecules 2025 dataset).

ORCA input file:
```
! RIJCOSX wB97M-V def2-TZVPD def2/J DEFGRID3
* xyz 0 1
C -0.41566 -0.00117 0.59572
C 1.14415 -0.34833 0.53011
C 0.09044 0.31885 -1.32426
C -1.10905 -0.42152 -0.70395
C -0.01409 1.45608 -0.21302
H -0.47560 0.12839 2.72434
H -1.95671 -0.73650 1.99563
H 1.13143 -1.50553 0.62558
H 1.90614 0.12381 1.18437
H 1.24845 -1.13532 -1.35692
H -0.02374 0.68330 -2.39876
H -1.18641 -1.59562 -0.89867
H -2.09935 0.08674 -1.01070
H -0.89879 1.83418 -0.37064
H 0.79288 1.92060 0.33077
N -0.84211 -0.56995 1.82306
N 1.32596 -0.26256 -0.98486
*
```

The calculation puts the LUMO energy at 0.9 eV.

For each atom in turn, the Löwdin charge in e is:
1. C -0.52
2. C -0.13
3. C -0.38
4. C -0.09
5. C 0.01
6. H 0.17
7. H 0.13
8. H 0.13
9. H 0.11
10. H 0.05
11. H 0.15
12. H 0.14
13. H 0.14
14. H 0.02
15. H 0.10
16. N -0.01
17. N -0.02

=====

Version b
# C5H10N2

One molecule with the formula C5H10N2 (ωB97M-V with the def2-TZVPD basis set, the Open Molecules 2025 dataset).

ORCA input file:
```
! RIJCOSX wB97M-V def2-TZVPD def2/J DEFGRID3
* xyz 0 1
C -0.00111 -1.37964 -0.57212
C 0.91506 -0.51679 -0.14690
C 2.30348 -0.30198 0.26303
C -2.19667 -0.77311 0.39493
C -0.08742 1.98836 -0.46169
N -1.07915 -0.42973 -0.42614
N -0.19524 0.58045 0.21560
H -0.03502 -2.51426 -0.76004
H 2.99194 -0.79584 -0.39069
H 2.51211 0.78824 0.36688
H 2.49724 -0.92726 1.25812
H -1.88265 -1.10645 1.40407
H -2.78741 0.08016 0.69074
H -2.66843 -1.60682 -0.18193
H 0.59088 2.61858 0.00376
H 0.13647 1.84069 -1.46900
H -1.01410 2.45543 -0.18861
*
```

Its structure (SMILES) is Cc1cn(C)n1C. The calculation puts the LUMO energy at 1.0 eV.

For each atom in turn, the Löwdin charge in e is:
1. C -0.06
2. C -0.26
3. C -0.07
4. C -0.12
5. C -0.03
6. N -0.21
7. N -0.05
8. H 0.14
9. H 0.05
10. H 0.08
11. H 0.12
12. H 0.08
13. H 0.07
14. H 0.10
15. H 0.04
16. H 0.05
17. H 0.07

=====

Version c
# C5H10N2

One molecule with the formula C5H10N2 (ωB97M-V with the def2-TZVPD basis set, the Open Molecules 2025 dataset).

ORCA input file:
```
! RIJCOSX wB97M-V def2-TZVPD def2/J DEFGRID3
* xyz 0 1
C -1.03394 0.37414 -1.96692
C -1.27595 1.00523 -0.61786
C -0.34179 0.15885 0.26610
C 0.60205 0.98840 1.12698
C 0.95379 -1.90108 -0.35133
N -0.13139 -0.52013 -1.95143
N 0.41539 -0.62479 -0.72383
H -1.52634 0.66067 -2.87544
H -0.97431 2.05519 -0.62374
H -2.32389 0.95281 -0.32040
H -0.91708 -0.52543 0.91043
H 1.22214 1.61960 0.49486
H 1.25054 0.34295 1.71448
H 0.03274 1.61718 1.80744
H 1.39464 -2.35086 -1.23781
H 1.72758 -1.76368 0.40453
H 0.18550 -2.57853 0.04764
*
```

Its structure (SMILES) is C[C@H]1CC=NN1C. The calculation puts the LUMO energy at 1.1 eV.

For each atom in turn, the Löwdin charge in e is:
1. C -0.15
2. C -0.12
3. C -0.34
4. C -0.06
5. C -0.07
6. N 0.06
7. N -0.23
8. H 0.09
9. H 0.11
10. H 0.11
11. H 0.14
12. H 0.08
13. H 0.07
14. H 0.08
15. H 0.08
16. H 0.08
17. H 0.08

=====

Version d
# C5H10N2

One molecule with the formula C5H10N2 (ωB97M-V with the def2-TZVPD basis set, the Open Molecules 2025 dataset).

ORCA input file:
```
! RIJCOSX wB97M-V def2-TZVPD def2/J DEFGRID3
* xyz 0 1
C -0.74234 -0.01928 -0.15036
C 0.11390 1.04317 0.44506
C 1.42066 -0.97483 -0.13050
C 1.56041 0.62031 0.40012
C -2.11436 -0.39130 0.34080
N -0.59730 1.26952 -0.80981
N 0.07402 -1.11180 -0.60228
H 0.01896 1.25396 -1.61895
H -0.00902 -1.27049 -1.60352
H -0.23007 1.64669 1.27450
H 1.52767 -1.27956 0.94177
H 2.16610 -1.24171 -0.87747
H 2.04734 0.72018 1.36803
H 2.12541 1.18232 -0.34767
H -2.03481 -1.07431 1.18447
H -2.64998 0.50616 0.63934
H -2.67659 -0.87905 -0.45352
*
```

Its structure (SMILES) is C[C@]12NCC[C@H]1N2. The calculation puts the LUMO energy at 1.1 eV.

For each atom in turn, the Löwdin charge in e is:
1. C -0.53
2. C -0.26
3. C -0.15
4. C -0.11
5. C -0.02
6. N 0.10
7. N -0.01
8. H 0.10
9. H 0.12
10. H 0.13
11. H 0.11
12. H 0.10
13. H 0.09
14. H 0.09
15. H 0.08
16. H 0.08
17. H 0.07

=====

Relative energy of each structure, in eV: version a 3.577; version b 2.988; version c 0.000; version d 0.558.

=====

Version a
# C5H10N2

One molecule with the formula C5H10N2 (ωB97M-V with the def2-TZVPD basis set, the Open Molecules 2025 dataset).

ORCA input file:
```
! RIJCOSX wB97M-V def2-TZVPD def2/J DEFGRID3
* xyz 0 1
C -1.50890 0.06691 0.46709
C -0.46820 -1.01532 0.66312
C 0.93279 -0.66973 0.18593
C 1.50743 -1.17079 -0.91012
C 1.64440 1.57964 0.51497
N 1.39905 0.42895 0.93763
N -1.51173 0.66702 -0.88938
H -2.49517 -0.33183 0.71988
H -1.36812 0.87515 1.18492
H -0.81411 -1.86214 0.07305
H -0.31372 -1.37031 1.68447
H 0.87599 -1.63544 -1.66243
H 2.51939 -0.87416 -1.15076
H 1.69317 2.38939 1.24880
H 1.77467 1.88120 -0.53719
H -1.47715 -0.11299 -1.53803
H -2.38979 1.15446 -0.99195
*
```

Its structure (SMILES) is C=NC(=C)CCN. The calculation puts the LUMO energy at 1.1 eV.

For each atom in turn, the Löwdin charge in e is:
1. C -0.29
2. C -0.17
3. C -0.38
4. C 0.05
5. C -0.04
6. N 0.01
7. N 0.01
8. H 0.10
9. H 0.10
10. H 0.11
11. H 0.12
12. H 0.06
13. H 0.05
14. H 0.07
15. H 0.08
16. H 0.06
17. H 0.06

=====

Version b
# C5H10N2

C5H10N2 as an isolated structure (ωB97M-V with the def2-TZVPD basis set, the Open Molecules 2025 dataset).

ORCA input file:
```
! RIJCOSX wB97M-V def2-TZVPD def2/J DEFGRID3
* xyz 0 1
C -1.92757 -0.25825 0.22972
C -1.07712 -0.14722 -1.00083
N 0.01737 1.11369 -1.22676
C 0.37316 -0.24631 -0.92470
C 0.93204 -0.49574 0.46202
C 2.16597 0.18312 0.89948
N 0.86797 0.56491 1.45466
H -2.97566 -0.01820 0.03670
H -1.55067 0.36776 1.04057
H -1.86415 -1.30082 0.56130
H -1.47986 -0.54235 -1.93385
H -1.06344 1.18509 -1.49203
H 0.84411 -0.86659 -1.69654
H 0.70912 -1.49311 0.84730
H 2.84459 -0.31140 1.59066
H 2.63643 0.86398 0.19181
H 0.54772 1.40144 0.96049
*
```

The calculation puts the LUMO energy at 1.0 eV.

For each atom in turn, the Löwdin charge in e is:
1. C -0.05
2. C -0.26
3. N 0.05
4. C -0.36
5. C -0.31
6. C -0.14
7. N 0.01
8. H 0.08
9. H 0.08
10. H 0.09
11. H 0.14
12. H 0.11
13. H 0.14
14. H 0.14
15. H 0.10
16. H 0.11
17. H 0.08

=====

Version c
# C5H10N2

One molecule with the formula C5H10N2 (ωB97M-V with the def2-TZVPD basis set, the Open Molecules 2025 dataset).

ORCA input file:
```
! RIJCOSX wB97M-V def2-TZVPD def2/J DEFGRID3
* xyz 0 1
C 0.69061 -0.84039 -1.14551
C 1.63376 0.26716 0.85077
N 0.47767 0.10153 -0.03583
C -0.41680 1.27914 -0.20130
C -0.91252 0.06742 0.86503
C -1.91797 -0.81061 0.59685
N -0.63270 1.69326 -1.37730
H -1.41975 2.34105 -1.38388
H -0.69201 0.32228 1.89220
H 0.92744 -1.82654 -0.74555
H -0.21096 -0.89492 -1.74685
H 1.50601 -0.47065 -1.76518
H 1.81413 -0.66343 1.39348
H 2.50719 0.52866 0.25378
H 1.43434 1.07556 1.55262
H -2.56776 -1.11012 1.40600
H -2.22068 -1.05939 -0.40934
*
```

The calculation puts the LUMO energy at 0.7 eV.

For each atom in turn, the Löwdin charge in e is:
1. C -0.03
2. C -0.04
3. N -0.26
4. C -0.26
5. C -0.24
6. C -0.05
7. N 0.11
8. H 0.05
9. H 0.11
10. H 0.09
11. H 0.08
12. H 0.09
13. H 0.10
14. H 0.10
15. H 0.09
16. H 0.03
17. H 0.03

=====

Relative energy of each structure, in eV: version a 0.000; version b 2.416; version c 2.799.

=====

Version a
# C5H10N2

One molecule with the formula C5H10N2 (ωB97M-V with the def2-TZVPD basis set, the Open Molecules 2025 dataset).

ORCA input file:
```
! RIJCOSX wB97M-V def2-TZVPD def2/J DEFGRID3
* xyz 0 1
C -1.93476 -0.26599 0.19129
C -1.08669 -0.24399 -1.07267
N -0.23040 0.89232 -1.46183
C 0.36797 -0.28886 -0.89021
C 0.93907 -0.49311 0.47994
C 2.18004 0.18490 0.89875
N 0.88540 0.57195 1.46738
H -2.97884 0.00670 0.01166
H -1.54525 0.35665 1.00667
H -1.91782 -1.29962 0.56063
H -1.52944 -0.67678 -1.95495
H -0.83603 1.62357 -1.19288
H 0.89489 -0.83572 -1.67204
H 0.72494 -1.49075 0.87069
H 2.86010 -0.30816 1.58885
H 2.64827 0.85904 0.18502
H 0.55856 1.40787 0.98371
*
```

Its structure (SMILES) is C[C@H]1N[C@H]1[C@H]1CN1. The calculation puts the LUMO energy at 1.2 eV.

For each atom in turn, the Löwdin charge in e is:
1. C -0.05
2. C -0.33
3. N 0.05
4. C -0.26
5. C -0.31
6. C -0.14
7. N 0.02
8. H 0.07
9. H 0.07
10. H 0.08
11. H 0.12
12. H 0.09
13. H 0.14
14. H 0.14
15. H 0.10
16. H 0.11
17. H 0.08

=====

Version b
# C5H10N2

One molecule with the formula C5H10N2 (ωB97M-V with the def2-TZVPD basis set, the Open Molecules 2025 dataset).

ORCA input file:
```
! RIJCOSX wB97M-V def2-TZVPD def2/J DEFGRID3
* xyz 0 1
C 1.34277 -0.44396 -1.35888
C 0.15524 0.44933 -1.62517
N -1.19219 -0.04332 -1.41465
C -0.62906 0.87806 -0.43648
C -0.04399 0.52155 0.90691
C -0.87420 0.22494 2.09391
N -0.09932 -0.83456 1.44216
H 1.67389 -0.90863 -2.28713
H 1.11307 -1.23626 -0.63531
H 2.16854 0.13174 -0.92520
H 0.19116 1.11155 -2.48718
H -1.19234 -1.04261 -1.20532
H -1.11325 1.85170 -0.44370
H 0.92342 1.00162 1.08953
H -0.52112 0.51206 3.08301
H -1.95466 0.21709 1.97131
H -0.72212 -1.38507 0.85211
*
```

Its structure (SMILES) is C[C@H]1N[C@H]1[C@H]1CN1. The calculation puts the LUMO energy at 1.2 eV.

For each atom in turn, the Löwdin charge in e is:
1. C -0.06
2. C -0.33
3. N 0.05
4. C -0.25
5. C -0.31
6. C -0.14
7. N 0.02
8. H 0.07
9. H 0.07
10. H 0.08
11. H 0.13
12. H 0.09
13. H 0.14
14. H 0.14
15. H 0.10
16. H 0.11
17. H 0.08

=====

Relative energy of each structure, in eV: version a 0.854; version b 0.000.

=====

Version a
# C5H10N2

One molecule with the formula C5H10N2 (ωB97M-V with the def2-TZVPD basis set, the Open Molecules 2025 dataset).

ORCA input file:
```
! RIJCOSX wB97M-V def2-TZVPD def2/J DEFGRID3
* xyz 0 1
C 1.94212 -0.63343 -0.36159
C -2.22320 0.28606 -1.33667
C -0.35180 -0.12300 0.58384
C 0.96937 0.50705 0.02720
N -0.44978 -0.53122 1.89442
C -1.10750 -0.00070 -0.45210
N 1.47590 1.60007 0.63030
H -1.26315 -1.06720 2.15027
H 0.40444 -0.86791 2.31311
H 1.17457 1.64892 1.60368
H 0.50174 0.76887 -1.03092
H 1.44717 -1.37220 -0.99404
H 2.78878 -0.19855 -0.89069
H 2.32115 -1.11505 0.54273
H -3.16628 0.03367 -0.82925
H -2.27744 1.35175 -1.58429
H -2.18608 -0.28713 -2.26600
*
```

The calculation puts the LUMO energy (alpha / beta) at -0.1 / 0.6 eV.

For each atom in turn, the Löwdin charge in e is:
1. C -0.05
2. C -0.10
3. C -0.35
4. C -0.54
5. N 0.11
6. C -0.01
7. N 0.10
8. H 0.09
9. H 0.09
10. H 0.03
11. H 0.16
12. H 0.08
13. H 0.07
14. H 0.07
15. H 0.08
16. H 0.08
17. H 0.07

=====

Version b
# C5H10N2

One molecule with the formula C5H10N2 (ωB97M-V with the def2-TZVPD basis set, the Open Molecules 2025 dataset).

ORCA input file:
```
! RIJCOSX wB97M-V def2-TZVPD def2/J DEFGRID3
* xyz 0 1
C -1.96751 -0.29641 0.15501
C -1.12260 -0.29675 -1.10035
N -0.34040 0.87145 -1.48132
C 0.35039 -0.29646 -0.92690
C 0.92845 -0.46509 0.45626
C 2.17662 0.20554 0.87965
N 0.88691 0.59928 1.45060
H -2.99887 0.01207 -0.03555
H -1.55035 0.35365 0.93142
H -1.98592 -1.30749 0.57465
H -1.55462 -0.81174 -1.95551
H -0.57062 1.64528 -0.87126
H 0.93888 -0.79980 -1.69181
H 0.73051 -1.45445 0.87421
H 2.85154 -0.28400 1.57805
H 2.65719 0.87418 0.17008
H 0.57042 1.45071 0.99275
*
```

Its structure (SMILES) is C[C@H]1N[C@H]1[C@H]1CN1. The calculation puts the LUMO energy at 1.2 eV.

For each atom in turn, the Löwdin charge in e is:
1. C -0.06
2. C -0.33
3. N 0.06
4. C -0.25
5. C -0.30
6. C -0.14
7. N 0.02
8. H 0.07
9. H 0.07
10. H 0.08
11. H 0.13
12. H 0.08
13. H 0.14
14. H 0.14
15. H 0.10
16. H 0.11
17. H 0.08

=====

Relative energy of each structure, in eV: version a 2.975; version b 0.000.

=====

Version a
# C4H13NO

A 2-piece molecular cluster, C4H13NO overall (ωB97M-V with the def2-TZVPD basis set, the Open Molecules 2025 dataset).

ORCA input file:
```
! RIJCOSX wB97M-V def2-TZVPD def2/J DEFGRID3
* xyz 1 2
C 1.37792 0.83409 -1.88422
C 0.27625 1.56418 -1.02728
C -0.21573 0.68022 0.10815
C -1.71746 0.89913 0.51659
N -2.72983 0.43828 -0.41862
H 1.97114 1.54016 -2.46636
H 1.94140 0.05218 -1.39519
H 0.79984 0.42524 -2.71936
H -0.37288 1.90829 -1.82810
H 0.73690 2.45694 -0.59409
H 0.25869 0.95275 1.04755
H -0.05959 -0.36097 -0.17135
H -1.90071 0.31212 1.40949
H -1.90799 1.95201 0.72096
H -3.28643 -0.36618 -0.12476
H -3.31612 1.15472 -0.85102
H 3.45498 -3.53078 2.62254
H 2.05525 -2.99969 2.19023
O 2.58312 -3.77928 2.35370
*
```

The calculation puts the LUMO energy (alpha / beta) at -3.7 / -8.8 eV.

For each atom in turn, the Löwdin charge in e is:
1. C -0.08
2. C -0.24
3. C -0.14
4. C -0.14
5. N 0.31
6. H 0.08
7. H 0.07
8. H 0.07
9. H 0.11
10. H 0.11
11. H 0.13
12. H 0.12
13. H 0.14
14. H 0.15
15. H 0.16
16. H 0.16
17. H 0.02
18. H 0.02
19. O -0.04

=====

Version b
# C4H13NO

A 2-piece molecular cluster, C4H13NO overall (ωB97M-V with the def2-TZVPD basis set, the Open Molecules 2025 dataset).

ORCA input file:
```
! RIJCOSX wB97M-V def2-TZVPD def2/J DEFGRID3
* xyz 1 2
C -1.08438 0.13656 2.19943
C -0.42168 0.03109 0.84815
N -1.06421 -2.20338 -1.15999
H -0.66301 0.39593 3.18861
H -1.45992 -0.89456 2.37672
H -1.87422 0.87538 2.03112
H 0.26871 -0.81690 0.92035
H -0.92350 0.33684 -0.09466
H -1.39962 -1.50948 -1.80840
H -0.06886 -2.20842 -1.04114
H -1.90653 -2.58125 -0.74197
C 1.76332 0.99874 -0.20639
O 0.77807 0.92921 0.85082
C 1.01200 1.10356 -1.56083
H 2.29194 1.95377 0.05639
H 2.30547 0.03040 -0.13705
H 1.72320 1.25863 -2.41015
H 0.42616 0.24840 -1.85253
H 0.29706 1.91548 -1.45847
*
```

The calculation puts the LUMO energy (alpha / beta) at -3.1 / -8.5 eV.

For each atom in turn, the Löwdin charge in e is:
1. C -0.04
2. C -0.13
3. N 0.03
4. H 0.11
5. H 0.11
6. H 0.09
7. H 0.15
8. H 0.14
9. H 0.01
10. H 0.02
11. H 0.04
12. C -0.12
13. O 0.03
14. C -0.04
15. H 0.16
16. H 0.17
17. H 0.12
18. H 0.05
19. H 0.09

=====

Relative energy of each structure, in eV: version a 0.000; version b 1.795.